# 1
{"formula": "C5H8O", "method": "ωB97M-V/def2-TZVPD", "symbols": ["O", "C", "C", "C", "C", "C", "H", "H", "H", "H", "H", "H", "H", "H"], "positions_angstrom": [[1.7154, 1.2065, -0.8936], [2.2355, 0.6572, 0.0526], [0.7064, -0.4422, 0.6265], [-0.0693, -0.0519, -0.5292], [-1.3826, -0.7476, 0.2292], [-1.3697, 0.6102, -0.3896], [3.3109, 1.0220, 0.1759], [1.0068, -1.4903, 0.6737], [0.4130, -0.0034, 1.5738], [0.1638, -0.5263, -1.4833], [-1.7029, -1.6080, -0.3296], [-1.6446, -0.8061, 1.2970], [-1.9421, 0.7326, -1.2996], [-1.4407, 1.4471, 0.2961]], "nbo_charge": [-0.559, 0.290, -0.387, -0.186, -0.424, -0.420, 0.137, 0.215, 0.217, 0.233, 0.213, 0.225, 0.229, 0.218], "molar_mass_g_mol": 84.118, "homo_energy_ev": -7.987, "relative_energy_kcal_mol": 113.14, "charge": 0, "largest_force_ev_per_a": 4.100, "spin_multiplicity": 1, "homo_lumo_gap_ha": 0.3347}

***

# 2
{"formula": "C5H8O", "method": "ωB97M-V/def2-TZVPD", "symbols": ["C", "O", "C", "C", "C", "C", "H", "H", "H", "H", "H", "H", "H", "H"], "positions_angstrom": [[-0.7619, 0.9279, 0.8161], [-1.6374, -0.0557, 0.2733], [-0.9025, -0.9850, -0.5276], [0.5612, -0.8778, -0.1193], [1.2521, 0.3002, -0.7575], [0.6510, 0.4264, 0.6109], [-0.9285, 1.9120, 0.3500], [-0.9607, 1.0296, 1.8912], [-1.0466, -0.7144, -1.5838], [-1.2914, -2.0041, -0.3995], [1.0760, -1.7580, 0.2583], [0.7347, 0.7143, -1.6221], [2.3347, 0.3811, -0.8162], [1.3493, 0.5160, 1.4360]], "nbo_charge": [-0.068, -0.532, -0.070, -0.262, -0.410, -0.253, 0.172, 0.184, 0.165, 0.192, 0.225, 0.210, 0.221, 0.224], "molar_mass_g_mol": 84.118, "smiles": "C1OC[C@H]2C[C@@H]12", "homo_energy_ev": -9.567, "relative_energy_kcal_mol": 34.21, "charge": 0, "largest_force_ev_per_a": 0.402, "spin_multiplicity": 1, "homo_lumo_gap_ha": 0.3931}

***

Copy entry 1 word for word.
{"formula": "C5H8O", "method": "ωB97M-V/def2-TZVPD", "symbols": ["O", "C", "C", "C", "C", "C", "H", "H", "H", "H", "H", "H", "H", "H"], "positions_angstrom": [[1.7154, 1.2065, -0.8936], [2.2355, 0.6572, 0.0526], [0.7064, -0.4422, 0.6265], [-0.0693, -0.0519, -0.5292], [-1.3826, -0.7476, 0.2292], [-1.3697, 0.6102, -0.3896], [3.3109, 1.0220, 0.1759], [1.0068, -1.4903, 0.6737], [0.4130, -0.0034, 1.5738], [0.1638, -0.5263, -1.4833], [-1.7029, -1.6080, -0.3296], [-1.6446, -0.8061, 1.2970], [-1.9421, 0.7326, -1.2996], [-1.4407, 1.4471, 0.2961]], "nbo_charge": [-0.559, 0.290, -0.387, -0.186, -0.424, -0.420, 0.137, 0.215, 0.217, 0.233, 0.213, 0.225, 0.229, 0.218], "molar_mass_g_mol": 84.118, "homo_energy_ev": -7.987, "relative_energy_kcal_mol": 113.14, "charge": 0, "largest_force_ev_per_a": 4.100, "spin_multiplicity": 1, "homo_lumo_gap_ha": 0.3347}

***

Which formula does entry 2 have? C5H8O

***

What is the formula in the first record? C5H8O